Record 1
DFT (ωB97M-V with the def2-TZVPD basis set) results for a molecular structure, C7H16CuO5 in a non-equilibrium geometry.

XYZ file:
```
29
Properties=species:S:1:pos:R:3:forces:R:3
Cu -0.092047 0.837548 0.501977 1.02 1.03 -0.57
C 2.809363 3.200028 4.403667 1.23 -0.12 0.67
C 2.889253 1.892958 3.598997 -1.37 0.93 -2.13
O 2.692113 2.157888 2.234857 -0.30 -0.60 0.47
H 3.696553 3.815088 4.253057 0.20 0.04 -0.55
H 2.897353 3.003978 5.472277 -0.47 -0.15 0.47
H 1.971713 3.866828 4.199187 -0.29 -0.52 -0.17
H 2.106843 1.210948 3.931837 -0.42 -0.22 0.61
H 3.804613 1.320278 3.748167 0.74 0.18 0.46
C -1.990417 2.770448 -2.526463 -0.20 0.10 0.56
C -0.613877 3.290108 -2.963043 1.48 -1.10 1.51
O 0.471083 2.819288 -2.171483 -1.76 -0.16 -0.23
H -1.999087 1.685588 -2.421133 0.21 -0.18 -0.19
H -2.829737 3.059748 -3.158873 0.01 0.08 -0.48
H -2.253767 3.165028 -1.545113 0.21 0.10 0.28
H -0.623357 4.378858 -2.911753 -0.24 0.51 -0.18
H -0.464067 2.989068 -3.999883 -0.02 -0.02 -0.58
C 1.070163 -4.879992 -0.845313 1.73 1.02 -0.54
O -0.333067 -4.821242 -0.925513 -0.69 -1.31 0.63
C -0.988737 -3.675102 -0.801793 2.00 3.46 -0.68
O -0.438847 -2.550232 -0.808323 -1.76 -2.88 0.33
O -2.286667 -3.938052 -0.765293 -0.19 0.09 -0.81
C -3.290647 -2.896942 -0.935803 0.05 -0.41 0.17
H 1.513223 -5.875882 -0.842663 -1.13 -0.43 0.05
H 1.524313 -4.385332 0.013267 -0.57 0.30 0.15
H 1.501703 -4.415772 -1.732093 -0.07 0.28 -0.01
H -4.143797 -3.397962 -1.393223 -0.19 -0.43 0.89
H -3.173967 -2.113842 -1.684953 1.38 0.13 0.29
H -3.426217 -2.513332 0.075427 -0.58 0.28 -0.39
```
Positions in Å, forces in eV/Å.

* net charge: -1
* LUMO energy: 1.3 eV
* HOMO-LUMO gap: 4.42 eV
* energy above the lowest of the compared OMol25 structures with the same formula, charge and spin: 3.317 eV
* HOMO energy: -3.135 eV

Atomic partial charges in e from the Mulliken method, atoms 1 to 6: number 1, Cu, carries 0.630; number 2, C, carries -0.992; number 3, C, carries -0.258; number 4, O, carries -0.785; number 5, H, carries 0.257; number 6, H, carries 0.338

***

Record 2
DFT (ωB97M-V with the def2-TZVPD basis set) results for a molecular structure, C7H16F2IN2O2S in a non-equilibrium geometry.

XYZ file:
```
31
Properties=species:S:1:pos:R:3:forces:R:3
C -1.436514 1.797704 -0.178226 0.49 0.24 0.47
C -0.154547 1.561115 0.721179 -0.81 1.04 -0.31
F 0.103230 2.818752 1.325121 0.30 -0.81 -0.13
C 1.134132 1.238517 -0.118392 -0.43 1.41 0.46
N 1.582199 -0.201375 -0.092492 -0.12 -0.49 -1.29
S 2.474969 -0.457028 -1.635054 0.92 -0.13 -1.01
I -0.020939 -1.578915 -0.183705 -0.45 0.07 0.36
C 2.577285 -0.524765 0.993068 0.52 -0.56 1.67
C 2.193724 -0.007189 2.422271 0.17 -0.68 0.39
C 1.224491 -0.997534 3.198932 1.04 0.15 0.77
F 0.069156 -0.346608 3.641857 0.38 -0.41 -0.78
H -2.336048 1.345035 0.291981 0.66 0.08 -0.64
H -1.259063 1.472442 -1.228593 -0.45 -0.05 0.80
H -1.628538 2.902429 -0.213916 0.35 -0.95 0.06
H -0.348379 0.867075 1.572968 0.28 0.28 -0.77
H 1.982831 1.847453 0.287880 -0.66 -0.59 -0.28
H 0.964432 1.572899 -1.170856 0.19 -0.63 0.86
H 1.816922 -1.441730 -2.336826 -0.07 0.54 0.94
H 2.647751 -1.643478 1.061505 -0.03 1.00 -0.35
H 3.593644 -0.172849 0.671339 -1.11 0.05 0.16
H 3.144050 -0.018095 3.020930 -0.71 0.13 -0.77
H 1.826829 1.044572 2.464173 0.15 -0.83 -0.12
H 0.999200 -1.925794 2.620834 -0.25 0.88 0.29
H 1.743669 -1.344230 4.130003 -0.43 0.33 -0.79
C -3.252139 -1.689745 -3.346576 -0.06 -0.33 0.04
N -3.295184 -0.383517 -2.639275 -0.08 -0.05 -0.06
O -3.580755 -0.390935 -1.458331 0.10 0.00 0.11
O -3.041254 0.602574 -3.294239 0.09 0.04 0.06
H -3.499907 -2.476959 -2.640454 -0.04 0.12 0.00
H -3.981141 -1.650242 -4.152494 0.14 0.05 -0.03
H -2.244106 -1.819577 -3.734612 -0.10 0.10 -0.12
```
Positions in Å, forces in eV/Å.

* net charge: +1
* LUMO energy: -5.9 eV
* HOMO-LUMO gap: 8.08 eV
* HOMO energy: -13.975 eV

Atomic partial charges in e from the Mulliken method, atoms 1 to 6: number 1, C, carries -1.254; number 2, C, carries 0.614; number 3, F, carries -0.367; number 4, C, carries -0.760; number 5, N, carries -0.225; number 6, S, carries -0.012

***

Record 3
DFT (ωB97M-V with the def2-TZVPD basis set) results for a molecular structure, C7H16FN2O5S2.

XYZ file:
```
33
Properties=species:S:1:pos:R:3:forces:R:3
N 0.693718 1.060467 1.829728 0.19 -0.19 -0.11
C 0.565721 1.268457 0.383641 -0.06 -0.04 0.02
C 0.367454 2.740469 0.022903 -0.01 0.02 -0.05
C -1.041693 3.346256 0.104990 0.01 0.10 -0.08
S -2.204644 2.913539 1.396584 0.16 0.00 0.10
O -3.410847 3.614526 1.023188 -0.10 0.04 0.00
O -1.605114 3.246773 2.662197 -0.05 0.02 0.01
N -2.393592 1.316779 1.375426 0.18 -0.02 -0.07
S -3.038698 0.576509 0.173067 -0.30 -0.02 0.11
O -2.722299 -0.817750 0.225116 0.03 -0.09 -0.01
O -2.966208 1.230588 -1.103947 0.06 0.02 -0.04
F -4.604730 0.607739 0.514872 0.10 0.02 -0.07
H 1.643428 0.793855 2.057431 -0.05 0.01 0.02
H 0.093585 0.299179 2.122154 -0.11 0.14 0.03
H 1.458446 0.907824 -0.142800 -0.01 0.04 0.02
H -0.260735 0.667286 0.008355 0.01 0.02 -0.06
H 0.666932 2.859413 -1.025561 0.04 0.07 0.04
H 1.065958 3.335414 0.616388 -0.05 -0.05 0.09
H -1.592351 3.177547 -0.819649 -0.03 -0.10 0.07
H -0.970969 4.427366 0.250880 0.00 -0.02 -0.08
C 2.081973 -3.812066 -0.728266 0.01 -0.01 0.00
C 1.777112 -2.942786 -1.947702 -0.01 0.00 0.00
C 0.613722 -2.099630 -1.435932 -0.05 -0.01 -0.02
O 0.835080 -1.937558 -0.038303 0.04 0.05 0.13
C 1.849178 -2.823504 0.410493 0.00 -0.03 -0.07
H 3.089211 -4.229032 -0.725308 0.00 0.00 -0.01
H 1.367949 -4.636191 -0.665810 0.00 0.01 0.00
H 2.635018 -2.307895 -2.181795 0.00 0.00 0.00
H 1.520258 -3.514327 -2.839333 0.00 0.00 0.00
H -0.346119 -2.602410 -1.590457 0.00 0.01 0.00
H 0.554877 -1.111626 -1.894102 0.00 0.00 0.00
H 2.762572 -2.255017 0.627474 0.00 0.00 0.00
H 1.515808 -3.300193 1.334079 0.00 0.00 0.00
```
Positions in Å, forces in eV/Å.

* net charge: -1
* LUMO energy: 2.8 eV
* HOMO-LUMO gap: 8.68 eV
* energy above the lowest of the compared OMol25 structures with the same formula, charge and spin: 0.000 eV
* HOMO energy: -5.850 eV

Atomic partial charges in e from the Mulliken method, atoms 1 to 6: number 1, N, carries -0.521; number 2, C, carries 0.046; number 3, C, carries -0.644; number 4, C, carries -0.900; number 5, S, carries 1.164; number 6, O, carries -0.700

***

Record 4
DFT (ωB97M-V with the def2-TZVPD basis set) results for a molecular structure, C7H16INSi in a non-equilibrium geometry.

XYZ file:
```
26
Properties=species:S:1:pos:R:3:forces:R:3
C -1.484580 -0.742386 -2.586918 -0.08 -0.12 0.09
C -2.190134 0.578101 -2.273648 -0.06 0.04 -0.12
C -0.692652 -1.026435 -1.315888 0.09 0.02 -0.24
C -1.239337 1.332282 -1.327660 0.05 0.07 -0.05
C -0.119786 0.340218 -0.944726 -0.16 0.10 -0.01
C 1.255660 0.470627 3.973380 1.72 -0.79 -2.64
C 0.314762 0.447635 0.508889 0.34 -0.32 -0.08
N 2.700374 -0.085134 2.072785 -1.46 1.20 2.49
Si 1.650302 -0.830244 0.916619 -0.34 0.49 0.13
I 4.179491 -1.169555 2.869435 0.18 -0.27 0.08
H -2.183281 -1.538871 -2.839664 0.02 -0.04 -0.09
H -0.796259 -0.611307 -3.423348 0.03 -0.04 -0.06
H -2.404355 1.147405 -3.177208 -0.11 0.01 0.00
H -3.139729 0.378258 -1.774112 -0.02 0.01 -0.03
H -1.362448 -1.370706 -0.524120 -0.05 -0.05 0.07
H 0.081653 -1.779746 -1.461403 0.03 -0.11 0.06
H -0.821956 2.217899 -1.806761 0.00 0.07 0.06
H -1.770689 1.665153 -0.434873 0.03 0.05 0.04
H 0.754391 0.534215 -1.577699 -0.06 -0.06 -0.04
H 0.774745 1.311149 3.518953 -0.21 0.29 -0.06
H 0.725832 -0.457146 4.037209 -0.20 -0.29 0.09
H 2.080494 0.641350 4.631115 0.28 0.05 0.22
H -0.557179 0.305024 1.149220 -0.09 -0.05 0.14
H 0.686790 1.455803 0.692694 0.18 0.04 0.16
H 1.059355 -2.104717 1.350640 -0.18 -0.26 0.08
H 2.498538 -1.108870 -0.252910 0.07 -0.05 -0.28
```
Positions in Å, forces in eV/Å.

* LUMO energy (alpha / beta): -1.3 / -1.3 eV
* HOMO-LUMO gap (alpha / beta): 7.08 / 7.08 eV
* energy above the lowest of the compared OMol25 structures with the same formula, charge and spin: 1.457 eV
* HOMO energy (alpha / beta): -8.343 / -8.343 eV

Atomic partial charges in e from the Mulliken method, atoms 1 to 6: number 1, C, carries -0.735; number 2, C, carries -0.573; number 3, C, carries -0.845; number 4, C, carries -0.915; number 5, C, carries 0.586; number 6, C, carries -0.596

***

Record 5
DFT (ωB97M-V with the def2-TZVPD basis set) results for 2 unconnected molecules or ions with the total composition C7H16N in a non-equilibrium geometry.

XYZ file:
```
24
Properties=species:S:1:pos:R:3:forces:R:3
C 1.801150 -0.115743 -2.053256 -3.14 1.89 -2.47
C 0.694003 0.558161 -1.344569 5.11 2.36 2.48
C 0.857152 0.975549 0.129487 0.59 -1.66 -0.09
C 0.022145 0.112454 1.075219 -0.10 -1.66 0.21
C 0.561643 -0.981042 1.685610 -1.08 1.97 -1.90
C -1.449866 0.481089 0.770442 1.51 0.95 0.07
C -2.144654 1.525107 1.702829 -0.16 -0.15 0.00
N -0.154822 -2.122190 -1.329009 0.13 -1.34 -0.35
H 1.316723 -0.865790 -2.659011 0.05 -0.77 -0.71
H 2.609229 -0.502555 -1.608076 2.52 -1.52 2.43
H 2.166221 0.547331 -2.893633 -0.58 -0.08 0.78
H 0.288565 1.287700 -1.972183 -2.17 0.46 -1.06
H 0.546326 1.995632 0.347575 0.07 0.25 -0.66
H 1.873352 0.721075 0.477175 -0.02 0.51 -0.72
H -0.121368 -1.738297 1.993083 -0.27 -0.37 0.91
H 1.614069 -1.232269 1.611938 -0.07 0.18 0.21
H -1.961792 -0.421437 0.731511 -1.40 -1.57 0.15
H -1.298990 0.761861 -0.288306 -1.12 0.46 0.43
H -1.357915 2.137756 2.196938 -0.61 -0.49 0.01
H -2.737831 0.903788 2.457160 0.81 1.33 -0.84
H -2.810002 2.283757 1.177687 0.66 -1.33 0.50
H 0.051140 -1.101766 -1.360374 -1.31 -2.15 0.33
H -0.512553 -2.654322 -2.136821 0.32 1.49 -0.13
H -0.630866 -2.600584 -0.566164 0.27 1.24 0.42
```
Positions in Å, forces in eV/Å.

* net charge: +1
* LUMO energy: -7.4 eV
* HOMO-LUMO gap: 6.24 eV
* energy above the lowest of the compared OMol25 structures with the same formula, charge and spin: 5.791 eV
* HOMO energy: -13.625 eV

Atomic partial charges in e from the Mulliken method, atoms 1 to 6: number 1, C, carries -1.349; number 2, C, carries -0.088; number 3, C, carries -0.650; number 4, C, carries 0.160; number 5, C, carries -0.744; number 6, C, carries -0.522

***

Record 6
DFT (ωB97M-V with the def2-TZVPD basis set) results for a molecular structure, C7H16N in a non-equilibrium geometry.

XYZ file:
```
24
Properties=species:S:1:pos:R:3:forces:R:3
C -0.242912 -1.871605 1.516779 0.91 -0.09 -2.20
C -1.168945 -0.689591 1.472528 -1.83 -0.72 -2.27
C -1.388209 0.165848 0.272844 -1.25 -2.99 -0.35
C -1.165584 -0.385951 -1.035677 0.99 1.75 -0.17
C 2.031951 0.750643 -2.913587 -2.14 -0.82 0.19
C 1.047666 0.618334 -1.753543 0.79 -0.78 -0.06
C 0.007884 -0.281225 -1.825636 0.76 -0.59 0.25
N 0.220251 0.814999 2.997945 0.27 -0.69 -1.17
H -0.741191 -2.828609 1.687722 -0.10 0.32 0.07
H 0.108353 -1.831269 0.465377 0.28 -0.95 0.50
H 0.713031 -1.861838 2.059696 -0.70 0.63 0.49
H -2.192614 -0.845234 1.814749 0.43 0.19 1.14
H -0.421371 1.016074 0.351176 1.19 2.55 0.53
H -2.345480 0.676022 0.332965 0.02 0.10 0.18
H -2.002080 -0.646845 -1.679051 -0.42 -0.22 0.57
H -0.103859 1.829918 0.545333 -0.30 -0.78 -0.12
H 1.703249 0.064177 -3.726905 0.80 -0.14 0.77
H 3.030940 0.619091 -2.500814 0.13 0.11 -0.50
H 1.870605 1.685059 -3.435413 0.45 0.79 0.40
H 1.312138 1.159912 -0.846038 -0.38 0.15 -0.25
H 0.085593 -0.952227 -2.667619 -0.52 0.15 -0.47
H -0.577906 0.114257 2.219333 1.70 2.64 2.88
H -0.081858 0.900403 3.968372 -0.82 -0.47 -0.25
H 0.300346 1.779659 2.679463 -0.25 -0.14 -0.17
```
Positions in Å, forces in eV/Å.

* net charge: +1
* LUMO energy: -6.5 eV
* HOMO-LUMO gap: 5.90 eV
* energy above the lowest of the compared OMol25 structures with the same formula, charge and spin: 8.783 eV
* HOMO energy: -12.354 eV

Atomic partial charges in e from the Mulliken method, atoms 1 to 6: number 1, C, carries -0.971; number 2, C, carries 0.318; number 3, C, carries 0.003; number 4, C, carries -0.694; number 5, C, carries -1.130; number 6, C, carries 0.090